Record 1
Density functional theory data (ωB97M-V/def2-TZVPD) for C31H26CeIN2O4S2 as an isolated structure in a non-equilibrium geometry.

For the total energy, the calculation gives -86445.0778 eV. As for the maximum force: 0.080 Eh/bohr. The value obtained for the relative energy (zero: lowest compared OMol25 entry of this formula, charge and spin) is 76.1 kJ/mol. Its spin multiplicity is 2. The net charge is -2.

Each line ends with the Mulliken charge.
Positions of all 67 atoms, in Å:
Ce: -1.7638 -1.7812 -0.7333  0.517
C: -2.0318 -4.7623 -0.2914  -0.818
C: -1.0722 -4.8329 -1.3365  -0.470
C: 0.2174 -4.6813 -0.7609  -0.650
C: 0.0659 -4.4060 0.6107  -0.260
C: -1.3256 -4.4736 0.9284  -0.734
H: -3.0957 -4.8622 -0.4440  0.615
H: -1.3385 -5.0655 -2.3501  0.424
H: 1.1386 -4.7910 -1.3139  0.437
H: 0.8536 -4.1776 1.3238  0.433
H: -1.7533 -4.3756 1.9044  0.424
C: -6.3055 0.2343 -0.7577  -1.772
C: -4.8995 -0.1214 -1.0292  0.795
S: -4.5082 -1.8110 -1.0443  -0.594
C: -4.0278 0.9605 -1.3099  0.525
C: -4.5332 2.3472 -1.3039  -1.516
S: -2.3582 0.7354 -1.6494  -0.356
H: -6.8583 -0.6626 -0.5836  0.396
H: -6.7263 0.7904 -1.6237  0.305
H: -6.4004 0.9456 0.0624  0.323
H: -5.6106 2.3985 -1.2530  0.393
H: -4.1887 2.8547 -2.1948  0.301
H: -4.1401 2.9035 -0.4508  0.205
I: 3.2180 3.3533 -3.9501  -0.012
C: 2.1483 1.5567 -4.1472  -0.242
C: 1.4161 1.2476 -5.2941  -0.204
C: 0.5416 0.1132 -5.3139  -0.660
C: 0.4445 -0.7092 -4.1659  0.455
C: 1.3710 -0.5105 -3.1077  -0.459
C: 2.1986 0.6278 -3.1119  -0.271
C: -0.6694 -1.7585 -4.0361  0.147
O: -1.2453 -2.1313 -5.0496  -0.682
O: -0.9715 -2.1235 -2.7796  -0.250
H: 1.4369 1.9360 -6.1173  0.351
H: -0.0945 -0.0638 -6.1701  0.424
H: 1.4563 -1.2401 -2.3056  0.475
H: 2.8983 0.7505 -2.2950  0.407
O: -1.7937 -0.7942 1.4960  -0.792
C: -0.5864 -0.3804 1.4747  -0.045
N: -0.0415 0.4183 2.4107  0.024
C: 1.3577 0.7008 2.0987  2.955
C: 1.4740 -0.1708 0.7901  -0.655
O: 2.5489 -0.2834 0.2222  -0.748
N: 0.2594 -0.7795 0.4757  0.409
C: 2.2178 0.2288 3.2184  -0.373
C: 2.8125 1.1014 4.1513  -0.181
C: 3.4108 0.6309 5.3304  -0.858
C: 3.4836 -0.7332 5.5721  -0.415
C: 2.9524 -1.6044 4.6351  -0.706
C: 2.3276 -1.1435 3.4839  -0.402
C: 1.6323 2.1341 1.6356  -0.776
C: 0.5891 3.0447 1.4045  -0.261
C: 0.8523 4.2813 0.8480  -0.699
C: 2.1162 4.6616 0.4542  -0.484
C: 3.1762 3.7973 0.7266  -0.859
C: 2.9372 2.5568 1.3559  0.045
H: -0.5158 0.6905 3.2808  0.306
H: 2.8262 2.1773 3.9578  0.354
H: 3.8037 1.3550 6.0372  0.380
H: 3.9528 -1.1165 6.4420  0.424
H: 2.9748 -2.6927 4.7905  0.368
H: 1.9500 -1.8738 2.7795  0.605
H: -0.4522 2.8377 1.6409  0.417
H: -0.0031 4.9820 0.7296  0.328
H: 2.2816 5.6467 0.0209  0.403
H: 4.1928 4.0182 0.4223  0.367
H: 3.7762 1.8945 1.5591  0.466



Record 2
Density functional theory data (ωB97M-V/def2-TZVPD) for a 2-piece molecular cluster, C17H13ClF4N2O4 overall in a non-equilibrium geometry.

For the total energy, the calculation gives -52386.1336 eV. As for the maximum force: 0.380 Eh/bohr. The net charge is 0.

Each line ends with the Mulliken charge.
Positions of all 41 atoms, in Å:
O: 1.3290 0.3292 -3.2939  -0.856
C: 0.7413 0.6004 -2.1932  0.910
N: 1.5318 1.1478 -1.3319  0.369
N: 1.1666 1.8730 -0.1360  -0.653
C: 2.0521 2.7080 0.4731  0.414
C: 2.0383 3.3674 1.6974  0.121
F: 3.0331 2.9738 2.7195  -0.271
F: 2.1232 4.7390 1.2990  -0.258
H: 0.9423 3.2956 1.9516  0.259
C: 3.4390 2.4715 -0.3292  -0.808
H: 4.3615 2.0566 0.0793  0.393
H: 3.7679 3.5191 -0.9572  0.297
C: 3.0332 1.6139 -1.3694  0.414
O: 3.4357 1.8774 -2.8003  -0.628
H: 2.8814 1.5094 -3.4401  0.365
C: 3.9864 0.0810 -1.1782  -0.358
F: 3.6520 -0.2742 0.2117  -0.316
F: 3.4667 -0.8837 -1.9564  -0.243
H: 4.8217 0.1543 -1.5075  0.744
C: -0.4115 0.3091 -1.8663  0.657
C: -1.4972 -0.1091 -2.6810  -1.269
C: -2.4308 -0.3809 -1.8802  -0.315
C: -2.2317 0.1597 -0.6981  0.584
O: -0.8444 0.5515 -0.6253  -0.178
C: -3.1978 0.4925 0.4009  -1.306
O: -3.7432 -0.8538 1.0473  -0.521
C: -2.8994 -1.7661 1.6063  0.499
C: -1.5383 -1.8823 1.4189  0.361
C: -0.6749 -2.9524 2.0391  -1.150
C: -1.4589 -4.1580 2.3494  -0.401
C: -2.8853 -4.1812 2.0446  -0.823
C: -3.5976 -2.9232 1.7096  0.536
Cl: -5.2734 -3.1400 1.5686  -0.186
H: -3.3959 -4.9778 2.4857  0.394
H: -0.9029 -4.9351 2.6530  0.487
H: 0.2701 -3.0265 1.9155  0.580
H: -1.0701 -0.8092 1.2784  -0.055
H: -2.2502 0.6139 1.5184  0.312
H: -3.8760 1.0639 0.4531  0.931
H: -3.4191 -0.7697 -2.1942  0.455
H: -1.3331 -0.6418 -3.5021  0.513



Record 3
Density functional theory data (ωB97M-V/def2-TZVPD) for a 7-piece molecular cluster, C18H42ClN6O10 overall in a non-equilibrium geometry.

For the total energy, the calculation gives -61282.3725 eV. As for the maximum force: 0.104 Eh/bohr. The value obtained for the relative energy (zero: lowest compared OMol25 entry of this formula, charge and spin) is 156.7 kJ/mol. The net charge is -1.

Each line ends with the Mulliken charge.
Positions of all 77 atoms, in Å:
Cl: 24.2006 0.3646 -10.4270  1.609
O: 23.2331 0.8251 -11.4149  -0.586
O: 25.2175 1.4005 -10.3949  -0.780
O: 23.5578 0.2889 -9.1287  -0.660
O: 24.8492 -0.8929 -10.7851  -0.687
C: 28.6049 -1.5217 -11.8300  -0.852
C: 29.3605 -0.1881 -11.5991  0.702
O: 30.4609 0.0512 -12.1368  -0.710
N: 28.7009 0.6322 -10.7791  -0.110
C: 29.2527 1.9539 -10.4120  -0.856
H: 29.0365 -2.2923 -11.1912  0.278
H: 28.6804 -1.8268 -12.8737  0.281
H: 27.5523 -1.2889 -11.6692  0.179
H: 27.8744 0.2950 -10.3067  0.234
H: 29.5573 2.4203 -11.3490  0.243
H: 30.0877 1.8698 -9.7165  0.307
H: 28.3838 2.4029 -9.9308  0.313
C: 24.5167 6.6519 -12.6772  -0.965
C: 23.0487 6.2690 -12.2904  0.708
O: 22.3591 7.1119 -11.7083  -0.732
N: 22.5420 5.1136 -12.6569  0.108
C: 23.2285 3.9587 -13.1610  -0.563
H: 24.8141 6.1308 -13.5872  0.223
H: 25.1330 6.3057 -11.8475  0.221
H: 24.7108 7.7100 -12.8525  0.353
H: 21.5575 5.0260 -12.4489  0.280
H: 22.5276 3.1246 -13.1959  -0.230
H: 24.0338 3.7145 -12.4682  0.396
H: 23.5904 4.1718 -14.1668  0.356
C: 27.7441 3.8421 -14.8186  -1.357
C: 27.2752 3.6067 -13.3602  0.705
O: 27.3965 4.4478 -12.4983  -0.642
N: 26.7170 2.4291 -13.0223  0.542
C: 26.3783 1.3185 -13.9495  -0.954
H: 28.7125 3.3497 -14.9078  0.307
H: 27.7607 4.9115 -15.0290  0.351
H: 27.0451 3.3900 -15.5222  0.360
H: 26.3562 2.3009 -12.0877  0.040
H: 25.9129 0.6061 -13.2683  0.164
H: 27.3068 0.8873 -14.3238  0.347
H: 25.6883 1.6221 -14.7368  0.192
C: 22.7262 0.2557 -14.9954  -0.786
C: 22.4505 1.6108 -15.6434  0.613
O: 23.2560 2.0678 -16.5270  -0.769
N: 21.3421 2.2675 -15.4246  0.046
C: 20.2304 1.9644 -14.5340  -0.933
H: 22.3000 0.2412 -13.9923  0.104
H: 23.7615 -0.0755 -14.9136  0.227
H: 22.1681 -0.5008 -15.5472  0.354
H: 21.3083 3.0806 -16.0228  0.266
H: 20.4104 1.5757 -13.5316  0.227
H: 19.5686 1.2287 -14.9910  0.341
H: 19.6674 2.8973 -14.5053  0.337
C: 20.4159 2.6203 -10.4095  -1.101
C: 19.5869 3.4438 -11.4308  0.624
O: 20.0500 4.5127 -11.8409  -0.829
N: 18.3892 2.9675 -11.8065  -0.093
C: 17.5692 3.6137 -12.8393  -0.989
H: 20.2825 1.5486 -10.5567  0.383
H: 20.0766 2.8209 -9.3933  0.433
H: 21.4674 2.8942 -10.4961  0.155
H: 17.9705 2.1324 -11.4225  0.237
H: 18.1272 4.3058 -13.4700  0.324
H: 16.8736 4.2296 -12.2693  0.368
H: 17.0070 2.9139 -13.4576  0.343
C: 23.4305 -1.7671 -5.9824  -0.761
C: 23.5782 -1.5056 -4.5069  0.667
O: 22.9450 -0.6138 -4.0034  -0.627
N: 24.4590 -2.2216 -3.7754  -0.207
C: 24.6949 -2.1409 -2.3482  -0.829
H: 22.4429 -2.1376 -6.2573  0.235
H: 24.2049 -2.4607 -6.3099  0.268
H: 23.4970 -0.8776 -6.6089  0.170
H: 24.9235 -2.9496 -4.2992  0.227
H: 25.6014 -2.7034 -2.1246  0.335
H: 23.8248 -2.5714 -1.8525  0.262
H: 24.9302 -1.1695 -1.9133  0.268